Arrangement a

20
Properties=species:S:1:pos:R:3:lowdin_charge:R:1 method="wB97M-V/def2-TZVPD" multiplicity=1 total_charge=0 smiles=CCP(O)[C@@](C)(N)O mol_weight_g_mol=137.12 homo_lumo_gap_ev=9.11
P 0.553 -0.572 1.276 0.9693
O 0.914 -2.081 0.719 -0.3560
O -2.269 -0.635 1.314 -0.0931
N -1.412 -0.842 -0.943 0.0498
C -1.312 -0.239 0.419 -0.6928
C 2.661 0.374 -0.823 -0.1594
C -1.400 1.385 0.513 -0.0798
C 1.152 0.245 -0.395 -0.4051
H -0.994 2.093 -0.207 0.0566
H -0.684 1.521 1.376 0.0543
H 3.153 -0.592 -0.893 0.0421
H 3.352 0.938 -0.174 0.0526
H -2.308 -0.021 2.089 0.1092
H -2.018 -0.296 -1.567 0.0875
H 0.970 -2.869 1.241 0.0340
H -2.484 1.519 0.571 0.0779
H -1.742 -1.770 -1.033 0.0603
H 2.561 0.853 -1.890 0.0964
H 0.621 -0.268 -1.228 0.0606
H 0.686 1.256 -0.364 0.0355

***

Arrangement b

20
Properties=species:S:1:pos:R:3:lowdin_charge:R:1 method="wB97M-V/def2-TZVPD" multiplicity=1 total_charge=0 smiles=CCC[C@H](N)P(O)O mol_weight_g_mol=137.12 homo_lumo_gap_ev=9.54
P 2.948 -0.334 -0.491 0.8537
O 2.596 -1.753 0.262 -0.3392
O 3.639 0.514 0.782 -0.3014
N 1.490 1.955 -0.613 -0.0041
C -1.064 -0.226 0.491 -0.2665
C -2.207 -1.047 -0.024 -0.1078
C 1.324 0.581 -0.100 -0.5060
C 0.022 -0.089 -0.537 -0.2467
H -2.193 -0.938 -1.100 0.0805
H 0.252 -0.986 -0.968 0.0656
H -2.093 -2.036 0.191 0.0438
H 1.329 2.224 -1.504 0.0133
H -1.428 0.794 0.594 0.1052
H 2.531 -1.514 1.264 0.1050
H 1.070 2.540 0.149 0.0984
H -3.093 -0.710 0.416 0.0578
H -0.761 -0.660 1.521 0.1419
H 4.210 1.179 0.505 0.0018
H -0.376 0.415 -1.373 0.0989
H 1.383 0.746 0.991 0.1059

***

Arrangement c

20
Properties=species:S:1:pos:R:3:lowdin_charge:R:1 method="wB97M-V/def2-TZVPD" multiplicity=1 total_charge=0 mol_weight_g_mol=137.12 homo_lumo_gap_ev=8.50
P -2.112 -0.260 -0.138 0.3987
O -3.038 0.910 -0.467 -0.4060
O -1.940 -1.339 -1.183 -0.3305
N -0.654 2.459 0.922 0.0677
C -0.395 0.129 -0.431 -0.0431
C 1.919 -0.001 0.405 -0.0486
C 0.818 -1.823 -0.916 -0.0454
C 0.582 -0.701 0.192 -0.4612
H -2.143 -0.825 1.252 0.0701
H -0.383 2.588 1.844 -0.0040
H 1.363 -2.641 -0.492 0.0779
H -0.287 3.337 0.504 0.0534
H -0.149 -2.150 -1.337 0.0598
H 0.229 -1.195 1.073 0.1173
H -0.186 0.211 -1.542 0.1478
H 2.463 -0.793 0.975 0.1072
H 1.813 0.853 0.969 0.0341
H -1.657 2.341 0.655 0.0283
H 2.439 0.271 -0.500 0.0864
H 1.320 -1.372 -1.783 0.0902

***

It is arrangement c that is the least stable of them.

***

Arrangement a

192
Properties=species:S:1:pos:R:3:lowdin_charge:R:1 method="wB97M-V/def2-TZVPD" multiplicity=1 total_charge=0 mol_weight_g_mol=995.52 homo_lumo_gap_ev=9.45
O 0.422 2.650 5.952 -0.0715
O 0.541 -4.380 -4.175 -0.0957
O -3.963 -2.504 0.810 -0.1322
O -6.726 1.622 2.581 -0.0725
O -2.697 3.809 3.015 -0.2123
O 4.536 2.600 -1.474 -0.2102
O 2.311 -4.083 1.675 -0.1758
O 0.355 2.491 -4.490 -0.0706
O 2.304 5.800 2.457 -0.0798
O 4.919 0.496 3.180 -0.2089
O -4.791 -5.696 -3.890 -0.0944
O -5.340 -3.159 -5.326 -0.2190
O -3.489 0.468 -3.417 -0.1215
O -0.024 0.314 1.031 -0.1683
O 2.244 -2.208 -3.898 -0.0912
O -3.020 5.323 0.640 -0.0902
N 5.791 -4.936 0.959 0.0379
N -0.371 6.049 4.921 0.0539
N -3.150 -2.021 -8.034 0.0335
N -2.515 -1.112 -1.261 0.0782
N 6.208 3.035 5.464 0.0416
N 5.637 -0.423 0.332 0.0621
C 0.556 3.502 -2.348 -0.0686
C 5.243 1.882 -0.435 -0.1786
C 3.938 -0.507 3.338 -0.0827
C 2.532 3.662 1.390 -0.0719
C -0.135 -0.544 -1.777 -0.0264
C 4.947 0.415 -0.673 -0.4150
C -3.453 -2.635 -6.726 -0.4246
C 4.483 -5.015 1.651 -0.4231
C 1.356 -3.191 1.181 -0.1084
C -6.707 -3.003 -5.044 -0.0919
C -2.427 4.337 -0.216 -0.3040
C -3.454 3.272 -0.514 -0.0881
C -4.837 -5.274 -2.517 -0.2987
C 0.435 0.265 6.211 -0.0742
C 5.949 2.401 4.169 -0.4547
C 7.201 2.377 3.320 -0.0528
C 2.332 5.144 1.187 -0.3062
C -5.852 0.710 -2.971 -0.0653
C -1.552 5.191 4.752 -0.4374
C 4.377 -3.362 -4.055 -0.0749
C 1.439 -5.415 -2.116 -0.0718
C -1.522 4.487 3.382 -0.2041
C 0.345 -4.579 -2.774 -0.3145
C -2.931 -3.045 1.639 -0.3105
C -0.180 1.046 2.220 -0.0979
C 3.559 -4.017 1.022 -0.2276
C 3.474 0.086 -0.634 -0.0607
C -1.178 -0.858 -0.709 -0.4087
C -2.689 -1.912 -5.639 -0.0484
C -1.244 0.204 0.357 -0.2066
C 4.944 3.934 -1.613 -0.1119
C 3.545 -2.351 -3.302 -0.2905
C -2.807 6.027 4.946 -0.0494
C -3.097 2.750 3.838 -0.0791
C -4.804 0.174 -3.932 -0.2886
C 5.334 1.043 4.408 -0.2108
C -5.301 0.313 1.121 -0.0971
C -6.183 1.521 1.272 -0.3260
C 4.680 -4.760 3.144 -0.0595
C -3.119 -4.548 1.734 -0.0860
C -4.948 -2.535 -6.515 -0.2260
C -3.943 -4.087 -2.253 -0.0818
C 1.244 1.503 5.881 -0.3383
C 1.242 2.627 -3.389 -0.3253
H -4.455 -6.140 -1.974 0.1094
H -0.885 0.510 2.864 0.0881
H 5.414 -3.414 -3.723 0.0803
H -3.242 1.327 -3.774 0.0943
H -4.848 -0.916 -3.954 0.0861
H 1.127 -0.577 6.266 0.0774
H 3.720 -0.917 2.352 0.0642
H -2.088 0.033 1.040 0.1173
H 3.314 -0.988 -0.541 0.0603
H -1.212 5.198 2.614 0.1217
H 1.677 1.350 4.881 0.0772
H 1.055 -3.405 0.149 0.0727
H 2.188 3.124 -3.636 0.1086
H -5.104 -4.972 -4.450 0.0365
H 3.023 -0.111 3.788 0.0744
H 6.452 4.009 5.344 0.0739
H -0.254 6.582 4.062 0.0629
H 6.077 0.395 4.900 0.1407
H 4.499 1.137 5.118 0.1158
H -6.858 0.509 -3.351 0.0749
H 2.540 3.123 0.439 0.0607
H 4.097 -6.029 1.533 0.1360
H 4.903 2.275 0.527 0.1100
H 1.704 6.548 2.399 0.0721
H 7.086 1.875 2.362 0.0630
H 3.927 -4.353 -3.974 0.0714
H -1.607 -1.993 -5.752 0.0809
H 7.995 1.832 3.847 0.0863
H 4.306 -1.343 3.947 0.0941
H 5.374 3.006 6.038 0.0644
H -0.380 0.114 5.508 0.0656
H 5.378 0.168 -1.647 0.1355
H 0.326 4.451 -2.837 0.0829
H 2.425 -4.967 -2.192 0.0498
H 3.802 -5.026 3.731 0.0776
H 0.940 3.417 5.691 0.0709
H -4.382 3.677 -0.924 0.0836
H 0.014 0.348 7.217 0.0794
H -3.694 -2.486 -8.759 0.0676
H 4.319 4.584 -0.987 0.0662
H -3.185 -3.700 -6.708 0.1461
H 2.980 0.387 -1.560 0.0614
H -0.516 2.076 2.031 0.0738
H -7.390 0.932 2.664 0.0815
H -4.163 -4.803 1.913 0.0759
H 6.523 -4.805 1.649 0.0567
H -5.888 -5.118 -2.260 0.1065
H 2.392 -1.679 -4.687 0.1007
H 7.575 3.395 3.199 0.0782
H -3.832 -3.899 -1.183 0.0517
H -7.001 1.444 0.536 0.1129
H 1.606 -2.149 1.409 0.0826
H -5.242 -1.469 -6.529 0.1277
H -5.715 2.458 0.981 0.0894
H 1.488 1.656 -2.945 0.0850
H 4.403 -3.122 -5.122 0.0792
H -0.815 -1.794 -0.259 0.1134
H -2.789 -5.036 0.816 0.0651
H -2.886 6.336 5.991 0.0795
H 3.520 -2.613 -2.246 0.0977
H 6.634 -0.230 0.324 0.0715
H -1.463 1.154 -0.171 0.1231
H -5.796 0.122 -2.051 0.0634
H -0.375 0.391 -2.297 0.0764
H -1.971 -2.864 1.147 0.0834
H 5.992 4.083 -1.325 0.0874
H 5.298 -0.163 1.255 0.0266
H -0.637 -5.037 -2.670 0.1033
H 6.301 2.099 -0.618 0.1225
H 1.071 -5.459 -1.081 0.0721
H 3.435 -4.264 -0.045 0.1153
H 4.842 4.263 -2.647 0.0867
H -7.330 -3.248 -5.914 0.0968
H -2.795 6.962 4.385 0.0833
H 4.955 -3.719 3.332 0.0688
H -0.697 3.755 3.479 0.1061
H 1.423 -6.444 -2.473 0.0786
H -5.760 -0.626 1.430 0.0770
H 5.859 -4.097 0.390 0.0565
H 0.840 -0.360 -1.315 0.0602
H 2.103 1.595 6.559 0.1105
H 1.184 3.644 -1.473 0.0594
H -3.239 4.840 1.451 0.0470
H -2.988 -2.557 2.615 0.1084
H 3.465 3.413 1.901 0.0617
H 0.340 -3.601 -2.270 0.0837
H -5.710 1.754 -2.701 0.0718
H -3.570 -1.892 0.161 0.0133
H -3.082 2.554 -1.257 0.0587
H -3.817 2.165 3.259 0.0806
H 5.489 -5.397 3.515 0.0767
H 3.967 -2.994 1.072 0.1105
H -3.719 2.697 0.374 0.0516
H 1.232 -3.701 -4.208 0.0249
H 0.472 5.485 4.982 0.0520
H 3.107 5.578 0.548 0.0950
H 1.703 3.254 1.973 0.0588
H 0.773 1.959 -5.171 0.0813
H -2.810 -0.268 -1.764 0.0556
H -2.995 -0.876 -5.522 0.0617
H 5.182 2.971 3.612 0.1272
H -2.078 4.794 -1.138 0.1068
H -4.374 -3.188 -2.706 0.0598
H -2.882 -2.371 -4.664 0.0680
H -6.936 -1.967 -4.757 0.0854
H -4.872 0.529 -4.961 0.1150
H -2.307 2.029 4.082 0.0835
H -1.600 3.883 0.345 0.0953
H 2.959 0.574 0.199 0.0827
H -2.357 -1.741 -2.048 0.0748
H 0.784 1.165 2.716 0.0712
H -0.013 -1.379 -2.466 0.0648
H 1.378 5.281 0.663 0.1105
H -4.969 0.137 0.092 0.0535
H -2.506 -4.945 2.548 0.0716
H -3.628 3.038 4.750 0.0968
H -6.999 -3.666 -4.231 0.0899
H -0.410 3.070 -2.074 0.0564
H -5.510 -2.932 -7.379 0.1299
H -2.970 -4.243 -2.721 0.0689
H 4.003 -1.357 -3.359 0.1076
H -4.362 0.400 1.681 0.0568
H -1.543 4.412 5.518 0.1253
H 0.442 -3.390 1.754 0.0870
H -2.200 -2.310 -8.258 0.0733
H -3.677 5.408 4.726 0.0717

***

Arrangement b

192
Properties=species:S:1:pos:R:3:lowdin_charge:R:1 method="wB97M-V/def2-TZVPD" multiplicity=1 total_charge=0 mol_weight_g_mol=995.52 homo_lumo_gap_ev=9.09
O -1.130 -7.428 -2.724 -0.0869
O 0.053 8.137 5.790 -0.0846
O 2.144 -3.356 -9.591 -0.0669
O -7.603 5.420 0.477 -0.1897
O -6.490 0.415 -9.511 -0.1888
O 11.211 -3.827 -4.718 -0.0698
O 4.543 -7.727 2.612 -0.0774
O 4.948 -9.309 -2.766 -0.1128
O -0.611 8.351 -3.005 -0.0906
O -0.106 -2.461 6.644 -0.0889
O 7.508 3.895 -3.901 -0.0699
O 0.160 4.954 -7.686 -0.0570
O 2.466 -0.399 -0.471 -0.1928
O -6.584 -0.758 10.270 -0.1883
O 7.562 -0.629 6.679 -0.1797
O -8.493 -2.155 -0.769 -0.1830
N -3.533 0.254 -7.206 0.0306
N -6.573 0.193 1.256 0.0161
N -4.317 0.958 7.669 0.0301
N 7.515 -1.730 10.256 0.0058
N -0.718 1.330 -1.239 0.0261
N -4.718 7.756 1.034 0.0209
C 11.100 -4.661 -2.384 -0.0809
C 0.936 5.470 -8.686 -0.3989
C 4.052 -4.247 -8.510 -0.0993
C 6.800 0.014 5.745 -0.1580
C 1.058 7.610 6.621 -0.3590
C 6.198 3.470 -3.708 -0.3588
C 3.521 -3.255 -9.478 -0.3732
C 3.182 -1.533 -0.902 -0.1097
C 8.967 -2.283 8.587 -0.0884
C 7.104 -9.964 -3.259 -0.0966
C -6.859 -0.918 -9.790 -0.1185
C 5.818 2.725 -4.956 -0.0946
C -7.711 -1.008 -0.496 -0.2371
C 5.826 -7.161 2.854 -0.3385
C -2.883 -6.100 -1.735 -0.1025
C -5.751 -0.580 9.102 -0.1836
C -8.661 -2.406 -2.175 -0.1044
C -5.876 -0.743 11.486 -0.1250
C -5.669 1.238 -6.702 -0.0689
C 10.425 -4.450 -3.741 -0.3535
C 0.615 1.109 -0.630 -0.4103
C 6.891 -0.872 7.915 -0.1629
C -6.721 6.506 0.188 -0.1899
C 5.758 -9.665 -3.905 -0.2914
C 0.566 6.355 7.239 -0.0926
C 5.788 -6.008 3.860 -0.0837
C -4.942 0.246 -7.560 -0.4540
C -0.472 -3.748 4.637 -0.0905
C 0.910 4.436 -9.709 -0.1101
C -7.504 -0.932 1.007 -0.4021
C -5.559 6.573 1.208 -0.4193
C -0.277 -3.795 6.169 -0.3093
C -5.169 0.826 8.886 -0.4169
C -5.115 0.523 -9.101 -0.1800
C 0.722 8.543 -2.581 -0.3346
C 0.501 1.252 0.899 -0.0661
C -8.800 5.464 -0.282 -0.1168
C 7.975 -1.191 8.968 -0.4165
C -8.795 -0.472 1.729 -0.0592
C -6.287 1.852 8.858 -0.0812
C 1.180 -0.289 -1.027 -0.2150
C -5.960 6.558 2.691 -0.0779
C 0.789 9.924 -2.024 -0.1094
C -1.421 -6.275 -1.933 -0.3322
H 0.455 9.984 -0.988 0.0759
H 0.038 2.221 1.086 0.0709
H -6.520 -1.068 12.303 0.0875
H -4.994 5.645 1.114 0.1340
H 6.757 -5.525 3.985 0.0715
H -8.275 -0.113 -0.761 0.1256
H 8.582 -0.317 9.206 0.1366
H 11.417 -3.714 -1.947 0.0655
H 8.282 -1.939 10.879 0.0600
H -5.231 2.230 -6.815 0.0794
H -7.022 0.993 0.834 0.0534
H -6.301 6.396 -0.812 0.1224
H -4.975 -1.356 11.488 0.0883
H -6.283 -0.851 8.190 0.1236
H 7.274 -2.682 10.021 0.0548
H 0.520 -1.018 -0.556 0.1218
H -6.475 7.469 2.996 0.0763
H -7.284 7.439 0.171 0.1176
H -6.965 -1.459 -8.850 0.0779
H -1.204 8.480 -2.261 0.0818
H 1.152 -0.519 -2.092 0.1182
H -9.648 -1.061 1.392 0.0735
H -0.868 -6.287 -0.995 0.1141
H -7.861 -1.013 -10.208 0.0857
H -6.746 1.264 -6.869 0.0818
H 5.139 -4.297 -8.447 0.0762
H -3.287 -6.824 -1.027 0.0794
H 1.351 6.118 7.957 0.0757
H 6.574 1.067 5.914 0.0848
H 6.366 1.813 -5.191 0.0789
H 1.292 1.871 -1.017 0.1260
H -1.148 -4.212 6.674 0.1046
H 6.264 -6.716 1.961 0.1014
H -9.393 -3.174 -2.425 0.0806
H 5.678 -8.799 -4.562 0.1078
H -4.058 1.928 7.556 0.0580
H -6.135 -1.407 -10.442 0.0856
H 1.395 4.862 -10.587 0.0774
H 7.588 -9.119 -2.769 0.0729
H -3.215 -5.134 -1.356 0.0732
H 9.713 -2.223 9.379 0.0799
H -0.988 -5.458 -2.510 0.1052
H 6.495 -7.986 3.098 0.1037
H 5.373 -10.576 -4.363 0.1044
H -4.467 -0.037 -9.776 0.1120
H 0.199 9.084 5.734 0.0779
H 0.517 6.338 -9.196 0.1098
H 0.587 -4.409 6.423 0.1080
H 8.527 -3.253 8.354 0.0866
H 3.401 -1.491 -1.969 0.0843
H 7.282 -0.060 4.770 0.0909
H -8.677 -0.712 2.785 0.0727
H -0.785 0.857 -2.129 0.0576
H -7.082 -1.872 1.363 0.1406
H -1.340 -3.143 4.372 0.0654
H -7.763 -2.846 -2.610 0.0780
H 0.521 5.581 6.472 0.0804
H 10.089 -5.379 -4.202 0.1051
H -7.063 1.726 8.103 0.0821
H -0.056 5.630 -7.040 0.0916
H 0.965 7.788 -1.832 0.1107
H -3.155 1.189 -7.248 0.0683
H 1.364 8.519 -3.461 0.1132
H -4.753 0.826 6.767 0.0634
H 2.729 -2.450 -0.525 0.0924
H -4.579 1.095 9.762 0.1261
H 5.940 3.407 -5.799 0.0729
H 1.391 1.080 1.505 0.0729
H 5.539 -6.331 4.871 0.0681
H 1.806 10.308 -2.102 0.0710
H -5.305 -0.758 -7.343 0.1261
H 3.577 -5.205 -8.722 0.0779
H -9.450 4.766 0.246 0.0850
H -6.759 -1.072 -1.022 0.1244
H -5.011 -1.376 9.176 0.1160
H 12.043 -5.197 -2.491 0.0740
H 5.649 4.388 -3.496 0.1121
H 6.474 0.080 8.245 0.1223
H -5.498 1.031 -5.645 0.0778
H -5.709 0.265 0.737 0.0630
H -6.641 5.720 2.840 0.0686
H 1.874 7.416 5.924 0.1095
H -9.032 0.589 1.652 0.0754
H 1.969 -3.680 -10.477 0.0846
H 5.970 2.813 -2.869 0.1047
H -5.597 0.276 11.754 0.0777
H 1.901 5.778 -8.282 0.1192
H -4.108 7.748 1.838 0.0605
H -6.771 1.895 9.833 0.0718
H 0.370 -3.447 4.014 0.0726
H -5.948 2.880 8.728 0.0718
H -9.358 6.400 -0.255 0.0839
H 4.060 -9.030 -3.004 0.0742
H -5.214 8.634 1.087 0.0665
H 7.832 -10.320 -3.987 0.0665
H 1.389 8.365 7.334 0.1120
H -0.367 6.424 7.797 0.0806
H 3.946 -3.359 -10.476 0.1154
H 3.769 -3.947 -7.501 0.0745
H 0.214 10.602 -2.656 0.0807
H 7.557 4.799 -3.582 0.0830
H 6.115 -1.637 7.880 0.1304
H -3.393 -6.103 -2.697 0.0740
H 10.991 -2.895 -4.647 0.0822
H -3.022 -0.291 -7.885 0.0666
H 5.794 -0.383 5.607 0.0858
H -0.977 -2.116 6.435 0.0718
H 7.044 -10.822 -2.589 0.0752
H 10.357 -5.051 -1.689 0.0717
H -4.745 1.540 -9.228 0.1185
H 1.567 3.648 -9.341 0.0802
H -8.918 -1.537 -2.780 0.0827
H -0.817 -4.738 4.337 0.0648
H 4.597 -8.179 1.766 0.0791
H 9.423 -1.919 7.667 0.0675
H -5.130 6.434 3.386 0.0741
H -1.516 -7.317 -3.596 0.0757
H 5.018 -5.368 3.428 0.0757
H -0.868 2.311 -1.423 0.0654
H 9.456 -3.956 -3.679 0.1058
H 3.712 -2.273 -9.046 0.1108
H 4.743 2.559 -4.886 0.0717
H -0.167 0.479 1.280 0.0733
H -8.713 5.127 -1.315 0.0849
H 4.204 -1.411 -0.541 0.0851
H -0.031 4.018 -10.067 0.0878

***

It is arrangement b that is the least stable of them.